47
Properties=species:S:1:pos:R:3:forces:R:3:lowdin_charge:R:1 method="wB97M-V/def2-TZVPD" mol_weight_g_mol=402.373 total_charge=-1 homo_ev=-4.52
O 5.32926 -3.18086 0.28339 -1.18 0.61 -0.51 -0.311
P 3.74829 -2.68261 -0.03292 -0.58 -0.86 -0.81 0.197
O 3.54160 -2.76510 -1.70999 0.48 -0.31 1.43 -0.313
S 2.45454 -3.89440 0.78897 0.07 -0.61 0.03 0.119
P 3.47943 -0.59842 0.72121 1.71 1.13 2.38 0.316
O 2.98962 0.05621 -0.80342 -1.69 -0.48 1.11 -0.355
C 1.72939 0.72409 -0.61040 1.15 1.85 0.40 -0.202
C 1.03472 0.30634 0.76933 0.83 -2.96 0.09 -0.293
C -0.33965 -0.40037 0.60378 -3.12 -0.50 -0.98 -0.102
C -1.19341 -0.29741 -0.60065 0.38 -1.08 2.71 -0.003
C -2.41922 -1.06444 -0.58268 0.50 1.01 -1.33 -0.181
N -2.94935 -1.84518 0.37556 1.33 0.48 0.58 0.020
C -2.19764 -1.95441 1.50104 1.78 1.36 -0.69 -0.138
C -0.92725 -1.27811 1.61545 0.32 0.49 -0.01 -0.018
O 1.85111 -0.78596 1.26746 -0.75 0.42 -1.34 -0.421
H 5.35939 -3.60609 1.15778 -0.32 0.15 -0.45 0.041
H 2.69196 -3.23848 -1.79637 0.49 0.09 0.02 0.018
H 3.42192 0.67576 1.44213 0.23 0.30 -0.61 0.003
H 4.89963 -0.47866 0.50869 -0.14 0.34 -0.67 -0.039
H 3.84225 -1.19158 2.00484 0.07 -0.37 -0.31 -0.020
H 2.04925 1.79549 -0.47687 -0.82 -0.57 -0.31 0.111
H 1.10637 0.65266 -1.53374 0.40 -0.24 0.87 0.097
H 1.14200 1.03136 1.62527 -0.70 0.13 -1.39 0.121
H -0.89178 0.34068 -1.46478 -0.52 -0.78 0.80 0.085
H -3.02830 -0.99459 -1.52333 0.44 -0.18 0.96 0.084
H -2.54126 -2.57220 2.36531 0.13 0.53 -1.04 0.105
H -0.34604 -1.43130 2.55810 -0.49 0.08 -0.97 0.111
N -2.95651 0.16893 -4.33869 -0.01 0.04 -0.13 0.006
C -1.91104 0.21797 -5.22027 0.06 0.01 0.07 -0.139
C -2.36993 -0.19727 -6.44345 0.12 0.06 0.01 -0.118
C -3.74741 -0.50383 -6.29574 -0.13 0.00 0.04 -0.121
C -4.08043 -0.26551 -4.98744 -0.05 -0.01 0.08 -0.145
H -2.90675 0.41440 -3.36486 0.00 -0.03 -0.08 0.122
H -0.93347 0.54175 -4.90111 -0.03 -0.05 -0.04 0.107
H -1.78223 -0.27183 -7.34480 -0.02 0.00 0.06 0.087
H -4.41835 -0.85862 -7.06233 0.03 0.01 0.05 0.086
H -5.01663 -0.36821 -4.46282 0.05 -0.02 -0.04 0.104
N -0.22990 2.11015 3.87463 -0.08 0.09 0.09 0.017
C -0.55638 1.99262 5.19713 0.03 -0.07 -0.03 -0.141
C -0.63194 3.25499 5.72829 -0.05 -0.11 0.09 -0.125
C -0.34486 4.16961 4.68267 0.01 0.08 -0.12 -0.124
C -0.10383 3.43250 3.55136 0.04 -0.05 -0.08 -0.141
H -0.10273 1.34146 3.23710 -0.03 0.04 0.05 0.115
H -0.70491 1.02354 5.64528 0.02 0.06 -0.01 0.105
H -0.86815 3.49488 6.75327 0.01 -0.02 -0.05 0.084
H -0.31848 5.24593 4.75153 0.00 -0.05 -0.01 0.084
H 0.14709 3.73413 2.54712 0.01 -0.01 0.06 0.106

44
Properties=species:S:1:pos:R:3:forces:R:3:lowdin_charge:R:1 method="wB97M-V/def2-TZVPD" smiles="CC[C@H](C)[C@H](NC(N)=O)C(=O)Nc1ccc(NC(C)=O)cc1" mol_weight_g_mol=306.366 de_lowest_kcal_mol=0.0 homo_ev=-7.73
C 5.18867 2.67652 2.12335 -0.21 -0.09 -0.03 -0.100
H 5.68404 3.18387 1.30002 0.10 0.08 -0.05 0.064
H 4.95228 3.41931 2.88133 0.06 0.09 0.07 0.071
C 3.91379 1.98034 1.66184 0.21 -0.06 -0.04 -0.226
H 3.41423 1.55730 2.53691 -0.09 0.01 0.02 0.116
H 3.23790 2.70792 1.21281 -0.08 -0.03 0.04 0.111
C 4.17441 0.85658 0.64949 -0.38 0.10 -0.02 -0.322
C 4.56831 1.42279 -0.71429 -0.02 -0.05 0.15 -0.049
H 4.84727 0.63690 -1.41464 0.10 -0.03 -0.14 0.067
H 3.74184 1.98878 -1.13222 0.00 0.04 -0.07 0.077
H 5.42574 2.08120 -0.60872 0.14 0.02 -0.06 0.073
H 5.00017 0.23813 1.02620 -0.11 -0.01 0.02 0.143
C 2.93930 -0.05778 0.57580 0.09 0.08 0.18 -0.194
N 3.19640 -1.21510 -0.26566 0.22 0.26 -0.12 0.119
C 2.65991 -2.43363 -0.00976 0.25 -0.04 -0.28 -0.605
O 1.81516 -2.61521 0.85381 -0.26 -0.17 0.41 0.030
N 3.14657 -3.45544 -0.77004 0.07 -0.28 -0.12 0.165
H 3.70739 -3.28876 -1.58546 -0.01 0.00 0.02 0.098
H 2.67548 -4.33998 -0.69669 -0.03 0.08 -0.01 0.108
H 3.84768 -1.09615 -1.02264 -0.02 -0.07 0.03 0.129
H 2.73780 -0.44870 1.58289 0.07 0.08 -0.17 0.156
C 1.64095 0.64699 0.11237 0.24 -0.36 0.29 -0.393
O 1.60597 1.75311 -0.38556 -0.05 0.31 -0.13 0.067
N 0.57060 -0.14636 0.34141 -0.08 -0.37 0.23 0.143
C -0.77323 0.08572 0.04082 -0.35 0.15 -0.15 -0.214
C -1.67706 -0.94647 0.28896 0.19 0.26 -0.07 -0.006
C -3.02232 -0.79364 0.02548 -0.15 -0.06 0.01 -0.006
C -3.49450 0.40814 -0.49581 0.36 -0.10 0.08 -0.227
C -2.59171 1.43983 -0.74291 -0.19 -0.26 0.07 -0.023
C -1.24548 1.28726 -0.48003 0.13 0.07 0.00 -0.008
H -0.55825 2.09261 -0.67635 0.02 0.01 0.00 0.099
H -2.94858 2.37765 -1.14646 -0.03 0.10 -0.04 0.109
N -4.84537 0.63613 -0.78517 -0.01 0.40 -0.14 0.110
C -5.91041 -0.20631 -0.65737 -0.33 0.39 -0.19 -0.518
O -5.84658 -1.34489 -0.25476 0.04 -0.29 0.11 0.065
C -7.21034 0.45005 -1.08412 -0.04 -0.24 0.08 -0.004
H -7.40710 1.32824 -0.47249 -0.03 0.09 0.01 0.081
H -8.02327 -0.25933 -0.96153 0.02 -0.01 0.01 0.082
H -7.15464 0.75272 -2.12786 -0.02 0.06 -0.08 0.081
H -5.03998 1.56198 -1.14142 -0.08 -0.22 0.07 0.139
H -3.71165 -1.59745 0.22019 -0.01 -0.02 0.01 0.099
H -1.31260 -1.87932 0.69390 0.02 -0.13 0.05 0.116
H 0.76732 -1.07144 0.73058 0.12 0.23 -0.07 0.103
H 5.88357 1.95806 2.55410 0.12 -0.03 0.06 0.074

42
Properties=species:S:1:pos:R:3:forces:R:3:lowdin_charge:R:1 method="wB97M-V/def2-TZVPD" mol_weight_g_mol=282.336 de_lowest_kcal_mol=402.5 homo_ev=-9.41
C -3.37151 2.72085 -0.81565 -1.33 3.52 -6.56 -0.030
H -4.09700 3.47175 -0.53068 0.10 -0.15 0.50 0.094
H -3.00993 2.12236 -0.17732 3.01 -3.51 6.00 -0.017
O -2.27299 3.53770 -1.45194 -0.30 -0.81 0.77 -0.193
C -1.24341 2.93526 -2.40748 -8.98 -9.14 4.52 -0.216
O -2.11983 2.35611 -3.34574 0.83 1.29 -0.77 -0.165
C -2.72082 3.36974 -4.04468 2.34 -2.98 -9.75 -0.141
H -3.23040 2.76482 -5.13698 0.76 1.66 3.53 0.167
H -1.90240 3.88357 -4.78602 -1.55 -0.42 2.24 0.127
H -3.38810 4.04228 -3.70438 -2.09 1.84 1.96 0.029
C -0.77327 1.54115 -1.81563 7.31 8.23 0.97 -0.007
C 0.26242 2.01707 -0.70807 -0.91 3.21 3.08 -0.150
C 1.56655 1.47621 -0.17498 -5.69 -4.75 -3.21 -0.298
C 1.70316 1.38797 1.28539 5.94 3.30 -1.58 -0.352
C 0.91278 0.52762 2.04103 -6.84 0.82 4.33 -0.223
O 0.89644 -0.78265 1.79212 6.09 2.04 -5.98 -0.093
C 0.16782 -1.55635 2.42413 -6.82 -7.14 3.42 -0.301
C 0.36504 -3.05219 1.90780 -4.63 0.63 -2.91 -0.130
C -0.72883 -3.83355 1.13936 1.34 0.52 3.57 0.014
C -0.48436 -5.14785 0.89185 14.31 8.80 5.41 -0.003
C 0.97702 -5.67122 0.79328 -7.92 4.25 2.65 -0.041
C 1.80178 -4.95444 1.48413 7.08 -0.16 -2.60 -0.139
C 1.54278 -3.62492 1.83024 3.54 1.27 3.46 -0.112
H 2.33136 -3.00417 2.37687 -0.51 -1.14 -1.02 0.143
H 2.96180 -5.36003 1.11640 -2.74 1.60 2.15 0.180
H 1.07527 -6.55375 0.40791 1.06 -4.96 -2.22 0.040
H -1.05820 -5.61864 0.48306 -11.88 -9.57 -7.82 -0.052
H -1.77582 -3.52738 1.14149 0.30 0.41 -0.17 0.099
H 0.29148 -1.66658 3.55036 0.14 0.75 -0.79 0.150
H -0.98894 -1.34705 2.23981 1.71 -0.13 0.55 0.155
H -0.26205 0.86659 1.92477 2.36 -0.26 0.60 0.188
H 1.20260 0.55778 3.12039 -0.29 1.02 -0.45 0.163
O 3.05537 0.95636 1.46363 1.64 1.78 1.09 -0.012
H 3.22486 0.05202 1.31213 -0.30 -1.71 -0.49 0.069
H 1.84280 2.45184 1.71416 -1.25 -1.53 -0.46 0.207
H 1.41458 0.38168 -0.74419 1.91 2.20 1.60 0.217
O 1.64736 2.51986 -1.07647 -1.64 0.32 0.53 0.016
H -0.43860 2.87808 0.26485 2.38 -2.39 -3.18 0.245
H -1.35026 0.87549 -1.42179 -4.48 -3.32 2.04 0.063
H -0.13184 1.13868 -2.49771 1.41 -1.52 -2.34 0.096
H -0.84372 3.79670 -2.55418 4.15 4.75 -1.87 0.104
H -3.90613 1.91250 -1.39962 0.45 1.38 -0.82 0.111

53
Properties=species:S:1:pos:R:3:forces:R:3:lowdin_charge:R:1 method="wB97M-V/def2-TZVPD" spin_multiplicity=6 mol_weight_g_mol=581.432 de_lowest_kcal_mol=0.0 homo_ev="-8.15 / -8.77"
Mn 0.48502 -0.15493 -0.48503 -0.03 -0.05 0.01 0.519
O -1.92632 3.17323 1.58147 0.01 -0.04 -0.05 -0.247
As -1.95100 1.60262 0.76764 0.04 -0.03 0.10 0.905
O -2.86988 0.59396 1.65630 0.02 0.00 -0.04 -0.437
O -0.29568 1.30609 0.60495 -0.05 0.00 -0.02 -0.545
C -2.68094 2.11072 -0.96517 -0.03 0.07 0.06 -0.213
C -3.39265 3.30740 -0.98172 -0.01 -0.01 -0.04 -0.082
C -3.96639 3.77996 -2.15418 0.00 0.01 0.04 -0.068
C -3.83522 3.06291 -3.33051 0.00 -0.02 -0.02 -0.066
C -3.13531 1.86670 -3.33062 0.00 0.01 0.02 -0.055
C -2.56176 1.39648 -2.15758 -0.06 -0.02 -0.08 -0.258
S -1.69216 -0.14659 -2.28085 0.04 -0.09 0.19 0.502
O -2.28862 -0.89254 -3.35099 0.05 -0.03 0.01 -0.281
O -1.77531 -0.75045 -0.93732 0.08 0.20 -0.27 -0.391
O -0.25774 0.19717 -2.50509 -0.11 -0.01 0.04 -0.403
H -1.02983 3.51986 1.49100 0.00 0.02 0.02 0.043
H -3.49267 3.87444 -0.06695 0.00 0.00 0.00 0.099
H -4.51859 4.71065 -2.13983 0.00 0.00 -0.01 0.107
H -4.28198 3.42424 -4.24739 0.00 0.00 0.00 0.107
H -3.04095 1.27581 -4.23120 0.00 0.01 0.00 0.114
C 2.45974 -0.81750 -4.00813 -0.01 -0.05 0.01 -0.007
N 2.86392 -1.70679 -2.92520 -0.03 0.01 0.00 -0.104
C 3.08167 -3.06929 -3.02733 0.02 0.01 -0.01 -0.037
C 3.44096 -3.51334 -1.80645 0.02 -0.01 0.00 -0.064
N 3.44999 -2.40997 -0.98085 -0.06 -0.01 -0.01 0.053
C 3.07102 -1.30679 -1.65691 0.08 0.04 0.02 -0.789
S 2.90900 0.26807 -1.01930 0.03 -0.05 -0.02 0.644
H 2.36264 -1.41260 -4.91231 0.01 0.00 0.00 0.095
H 3.21696 -0.04952 -4.14982 0.00 0.01 0.01 0.095
H 1.50633 -0.35475 -3.76498 0.00 0.02 0.00 0.064
H 2.96058 -3.59312 -3.95780 0.00 0.00 0.01 0.124
H 3.68652 -4.49914 -1.45837 0.00 0.00 0.00 0.120
H 3.59159 -2.40057 0.01605 0.00 0.00 0.01 0.135
C -3.26590 -2.51134 0.74202 0.01 -0.01 0.00 -0.057
N -1.88288 -3.00984 0.75389 -0.03 -0.02 -0.01 -0.190
C -1.59374 -3.91588 -0.34863 0.01 -0.01 0.00 -0.088
C -0.89435 -2.35650 1.38366 0.04 -0.03 0.04 -0.685
S 0.71535 -2.35044 0.71147 -0.02 0.02 0.03 0.664
N -1.13488 -1.76456 2.55081 -0.01 0.04 -0.02 -0.174
C -0.23377 -0.79473 3.15941 0.00 0.02 0.03 -0.078
C -2.29697 -2.06225 3.38066 0.04 -0.03 -0.03 -0.039
H -3.58055 -2.47168 -0.29952 0.00 0.01 0.00 0.093
H -3.30925 -1.49594 1.12792 0.01 0.00 0.01 0.054
H -3.93367 -3.17757 1.29162 0.00 0.01 0.00 0.092
H -2.42893 -4.61153 -0.42847 0.00 0.00 -0.01 0.093
H -0.68125 -4.47345 -0.16327 0.00 0.01 0.01 0.057
H -1.49809 -3.36206 -1.28571 0.00 0.00 0.00 0.084
H 0.41315 -0.33947 2.42111 -0.01 -0.01 -0.02 0.034
H 0.37286 -1.27469 3.93141 -0.01 -0.01 0.00 0.096
H -0.84821 -0.01255 3.60438 0.00 -0.01 -0.01 0.096
H -2.68688 -3.04720 3.14009 -0.01 0.01 0.00 0.088
H -3.06638 -1.30057 3.25696 0.00 0.01 0.01 0.085
H -1.96053 -2.06693 4.41740 -0.01 -0.01 0.01 0.095